The following is a DFT calculation (the ωB97M-V functional and the def2-TZVPD basis) of C2H4N2O2 as an isolated structure.

The calculation puts the energy at -9210.02243 eV. The calculation puts the HOMO-LUMO gap (spin up / spin down) at 9.4 / 9.4 eV.

Each line ends with the Löwdin charge.
Element x y z (Å)
C (1.446, -0.293, -0.351)  -0.176
C (-1.490, 0.781, -0.017)  -0.237
O (0.067, -0.543, -0.430)  -0.301
N (-0.763, -1.178, 1.069)  0.160
N (-1.655, -0.457, 1.129)  0.061
O (-2.273, 0.905, -0.875)  0.129
H (-0.821, 1.493, 0.472)  0.135
H (1.675, 0.645, 0.178)  0.072
H (1.869, -0.244, -1.360)  0.078
H (1.946, -1.109, 0.184)  0.078